Below is a cluster of 7 separate species, C15H43ClNO17S4 in total at a distorted geometry, with properties calculated with wB97M-V/def2-TZVPD.

Each atom is followed by the atoms it is bonded to, with distances in Å.
Geometry (Å):
1 N 24.8789 23.0920 14.8199  H2 1.010, H3 1.010, H4 1.010, H5 1.010
2 H 24.8563 22.0830 14.8572  N1 1.010
3 H 25.1870 23.4905 15.6953  N1 1.010
4 H 23.9156 23.3877 14.7514  N1 1.010
5 H 25.4333 23.3884 14.0294  N1 1.010
6 Cl 24.4469 24.1751 11.6232  O7 1.402, O8 1.440, O9 1.412, O10 1.432
7 O 23.5812 23.0863 11.8001  Cl6 1.402
8 O 23.8996 25.3577 12.2359  Cl6 1.440
9 O 25.7120 23.8928 12.1834  Cl6 1.412
10 O 24.6986 24.4733 10.2451  Cl6 1.432
11 C 27.6546 24.2345 18.3223  C12 1.553, H15 1.090, H16 1.090, H17 1.090
12 C 26.1148 24.2382 18.5238  C11 1.553, C13 1.534, O14 1.373, H18 1.090
13 C 25.7075 25.6015 19.0980  C12 1.534, H19 1.090, H20 1.090, H21 1.090
14 O 25.4495 23.8478 17.3879  C12 1.373
15 H 28.0568 23.2302 18.1896  C11 1.090
16 H 28.1553 24.6722 19.1859  C11 1.090
17 H 27.9726 24.8350 17.4700  C11 1.090
18 H 25.9568 23.4536 19.2638  C12 1.090
19 H 25.8226 26.4095 18.3755  C13 1.090
20 H 26.2944 25.7755 19.9998  C13 1.090
21 H 24.6681 25.4377 19.3825  C13 1.090
22 O 21.7746 18.5513 14.6715  S23 1.472
23 S 23.0320 19.2736 14.4165  O22 1.472, O24 1.480, O25 1.692, C28 1.887
24 O 23.2560 20.6267 14.9738  S23 1.480
25 O 24.3117 18.2578 14.8579  S23 1.692, C26 1.404
26 C 24.2142 16.9022 14.5057  O25 1.404, C27 1.559, H29 1.090, H30 1.090
27 C 25.2225 16.1295 15.4093  C26 1.559, H31 1.090, H32 1.090, H33 1.090
28 C 23.4571 19.4270 12.5847  S23 1.887, H34 1.090, H35 1.090, H36 1.090
29 H 24.4521 16.9329 13.4424  C26 1.090
30 H 23.1705 16.6118 14.6256  C26 1.090
31 H 24.8313 16.1658 16.4260  C27 1.090
32 H 26.2096 16.5919 15.4038  C27 1.090
33 H 25.3248 15.0808 15.1304  C27 1.090
34 H 22.8836 20.2505 12.1592  C28 1.090
35 H 23.2027 18.6608 11.8525  C28 1.090
36 H 24.5288 19.6067 12.4991  C28 1.090
37 O 32.0381 22.3567 12.1542  S38 1.481
38 S 30.9365 23.1685 11.5868  O37 1.481, O39 1.464, O40 1.658, C43 1.876
39 O 30.3764 22.8686 10.2677  S38 1.464
40 O 29.6590 23.2634 12.6397  S38 1.658, C41 1.433
41 C 30.0173 23.5311 14.0008  O40 1.433, C42 1.490, H44 1.090, H45 1.090
42 C 28.6796 23.7344 14.6251  C41 1.490, H46 1.090, H47 1.090, H48 1.090
43 C 31.3706 24.9918 11.6702  S38 1.876, H49 1.090, H50 1.090, H51 1.090
44 H 30.6374 24.3991 14.2245  C41 1.090
45 H 30.5165 22.7056 14.5082  C41 1.090
46 H 28.8488 24.1587 15.6147  C42 1.090
47 H 28.2330 22.7413 14.6740  C42 1.090
48 H 28.1032 24.4176 14.0012  C42 1.090
49 H 32.0743 25.1032 12.4952  C43 1.090
50 H 30.4224 25.5043 11.8327  C43 1.090
51 H 31.7984 25.2477 10.7009  C43 1.090
52 O 22.0706 23.4324 15.3725  S53 1.468
53 S 21.3090 24.4978 16.0364  O52 1.468, O54 1.460, O55 1.666, C58 1.848
54 O 20.9385 25.7448 15.3733  S53 1.460
55 O 19.9945 23.8772 16.8494  S53 1.666, C56 1.390
56 C 19.2647 24.7168 17.6831  O55 1.390, C57 1.574, H59 1.090, H60 1.090
57 C 17.9365 24.0237 18.1664  C56 1.574, H61 1.090, H62 1.090, H63 1.090
58 C 22.3578 25.0847 17.4408  S53 1.848, H64 1.090, H65 1.090, H66 1.090
59 H 19.0119 25.6662 17.2112  C56 1.090
60 H 19.8716 24.7266 18.5885  C56 1.090
61 H 17.1954 23.9253 17.3732  C57 1.090
62 H 17.4227 24.5960 18.9389  C57 1.090
63 H 18.1357 23.0771 18.6687  C57 1.090
64 H 22.5110 24.1560 17.9903  C58 1.090
65 H 21.9136 25.9003 18.0114  C58 1.090
66 H 23.3274 25.4481 17.1002  C58 1.090
67 O 26.7893 20.6743 14.6155  S68 1.479
68 S 27.3036 19.7223 15.6240  O67 1.479, O69 1.465, O70 1.666, C73 1.846
69 O 27.7074 18.3450 15.3288  S68 1.465
70 O 28.6027 20.4489 16.3717  S68 1.666, C71 1.482
71 C 29.4960 19.7063 17.2927  O70 1.482, C72 1.564, H74 1.090, H75 1.090
72 C 29.2559 20.2374 18.7438  C71 1.564, H76 1.090, H77 1.090, H78 1.090
73 C 26.1926 19.7299 17.0980  S68 1.846, H79 1.090, H80 1.090, H81 1.090
74 H 30.4941 19.9512 16.9293  C71 1.090
75 H 29.4160 18.6282 17.1531  C71 1.090
76 H 29.4718 21.2890 18.9324  C72 1.090
77 H 29.9361 19.7128 19.4147  C72 1.090
78 H 28.2282 20.0270 19.0398  C72 1.090
79 H 25.1939 19.4487 16.7639  C73 1.090
80 H 26.2970 20.7361 17.5041  C73 1.090
81 H 26.5112 18.9744 17.8162  C73 1.090

Charge: -1
Spin multiplicity: 1
Energy, eV: -108403.4649
HOMO level, eV: -4.57
Orbital gap, eV: 6.6835
M, g mol⁻¹: 673.22
LUMO level, hartree: 0.078

These are the Mulliken partial charges, in e, on atoms 1 to 2: number 1, N, carries 0.803; number 2, H, carries -0.109